Entry 1:
The following is a DFT calculation (ωB97M-V/def2-TZVPD) of 3 unconnected molecules or ions with the total composition C41H37I2N3O6.

## Properties
Calculated total energy   -76071.64034 eV
Net charge   0
Structure (SMILES)   CCOCCOC[C@@H](C#N)[C@](C#N)(CN)[C@H](I)[C@@H](C)I.O=C1c2ccccc2C(=O)c2ccccc21.O=C1c2ccccc2C(=O)c2ccccc21
HOMO-LUMO gap   8.4 eV
Highest occupied orbital energy   -9.4 eV

Cartesian coordinates (Å):
C (2.93818, 0.70885, -2.29833)
C (2.10348, 1.55674, -1.27910)
O (0.68892, 1.46321, -1.45264)
C (0.27730, 1.97392, -2.70745)
C (-1.03338, 2.82323, -2.58294)
O (-1.83183, 2.45876, -1.46055)
C (-2.60807, 1.30134, -1.72661)
C (-3.94848, 1.63381, -2.47888)
C (-3.93623, 0.88467, -3.78882)
N (-3.98695, 0.42685, -4.80779)
C (-5.25148, 1.44175, -1.62544)
C (-4.93546, 2.05721, -0.25533)
N (-4.56785, 2.38043, 0.74951)
C (-5.65382, -0.04466, -1.34621)
N (-4.78725, -0.58730, -0.24483)
C (-6.41958, 2.33998, -2.28778)
I (-7.11988, 3.91706, -0.92401)
C (-7.69507, 1.55461, -2.75387)
C (-8.79516, 2.60039, -3.23251)
I (-7.37925, 0.22059, -4.41905)
H (3.51160, -0.05719, -1.73736)
H (3.68601, 1.36857, -2.77323)
H (2.33029, 0.19382, -3.06150)
H (2.34241, 1.26594, -0.24258)
H (2.38387, 2.62811, -1.41209)
H (1.04918, 2.64859, -3.14400)
H (0.12867, 1.13239, -3.41566)
H (-0.79749, 3.89742, -2.45656)
H (-1.62746, 2.67078, -3.51419)
H (-2.01375, 0.61261, -2.37079)
H (-2.73484, 0.78394, -0.76314)
H (-3.89759, 2.71335, -2.73656)
H (-5.44477, -0.69526, -2.22002)
H (-6.68842, -0.17848, -0.99938)
H (-3.98689, -1.07989, -0.62881)
H (-5.38490, -1.22848, 0.27009)
H (-6.01682, 2.87747, -3.16643)
H (-8.14480, 1.06923, -1.86720)
H (-8.35595, 3.54171, -3.59894)
H (-9.30327, 2.14247, -4.10642)
H (-9.57783, 2.72782, -2.46797)
O (5.90145, -7.83759, -0.04197)
C (5.66659, -6.71032, -0.42952)
C (6.35197, -6.16355, -1.62999)
C (7.25441, -6.96117, -2.32550)
C (7.86990, -6.47523, -3.46819)
C (7.58588, -5.19056, -3.92249)
C (6.70027, -4.38602, -3.22318)
C (6.08509, -4.86646, -2.07217)
C (5.15112, -3.98819, -1.32100)
O (4.95983, -2.84121, -1.67480)
C (4.45060, -4.54105, -0.13305)
C (3.54621, -3.74335, 0.56033)
C (2.86275, -4.25836, 1.65032)
C (3.07926, -5.57324, 2.05242)
C (3.98977, -6.36740, 1.37305)
C (4.68241, -5.85368, 0.28184)
H (7.47319, -7.96268, -1.97745)
H (8.56919, -7.09947, -4.01098)
H (8.05854, -4.81698, -4.82262)
H (6.48509, -3.38529, -3.57585)
H (3.37240, -2.72166, 0.24700)
H (2.15618, -3.63678, 2.18682)
H (2.53740, -5.97702, 2.89891)
H (4.15797, -7.38863, 1.69079)
O (2.08006, 1.03085, 4.80181)
C (1.19580, 1.85841, 4.68849)
C (1.21243, 3.09920, 5.50734)
C (2.26149, 3.32037, 6.39370)
C (2.30746, 4.49121, 7.13360)
C (1.30629, 5.44758, 6.99069)
C (0.25036, 5.22377, 6.12136)
C (0.19610, 4.04743, 5.38155)
C (-0.95164, 3.81127, 4.46536)
O (-1.86199, 4.61329, 4.39800)
C (-0.95797, 2.58137, 3.63231)
C (-2.00583, 2.36146, 2.74323)
C (-2.00442, 1.23401, 1.93848)
C (-0.95606, 0.32133, 2.01775)
C (0.08293, 0.52824, 2.91135)
C (0.08452, 1.65499, 3.72550)
H (3.04425, 2.58044, 6.50275)
H (3.12747, 4.66363, 7.82017)
H (1.35010, 6.36774, 7.56063)
H (-0.52986, 5.96695, 6.01583)
H (-2.82063, 3.07044, 2.67437)
H (-2.81639, 1.06682, 1.24671)
H (-0.95190, -0.55521, 1.38018)
H (0.89459, -0.18609, 2.97153)


Entry 2:
The following is a DFT calculation (ωB97M-V/def2-TZVPD) of a molecular structure, C41H38Cl3F3Ge2MoN3S2.

## Properties
Calculated total energy   -229885.85786 eV
Net charge   0
HOMO-LUMO gap (alpha / beta)   5.8 / 5.7 eV
Energy above the lowest of the compared OMol25 structures with the same formula, charge and spin   2.6 kcal per mole
2S+1   2
Highest occupied orbital energy (alpha / beta)   -7.1 / -7.0 eV

Cartesian coordinates (Å):
Mo (-0.87148, 0.32037, 1.31102)
C (-3.56001, -0.24659, -0.53412)
N (-3.04327, -0.64452, 0.78745)
C (-2.69909, -2.08478, 0.77608)
C (-1.96828, -2.48976, 2.04111)
N (-0.61686, -1.88829, 2.05597)
C (0.28900, -2.75912, 1.27328)
C (-0.02171, -1.79391, 3.38695)
C (-0.27570, -2.73967, 4.36466)
C (0.35249, -2.65574, 5.60068)
C (1.25780, -1.63723, 5.84571)
C (1.52993, -0.70199, 4.85710)
C (0.89411, -0.76642, 3.62380)
S (1.16220, 0.53804, 2.44287)
C (-4.08139, -0.41992, 1.80088)
C (-5.37671, -0.88676, 1.60592)
C (-6.35445, -0.68417, 2.56442)
C (-6.03557, -0.00788, 3.73518)
C (-4.74453, 0.43512, 3.94543)
C (-3.74878, 0.21921, 2.98899)
S (-2.11723, 0.73352, 3.33228)
H (-2.81836, -0.48554, -1.28436)
H (-3.75642, 0.82366, -0.52965)
H (-4.47647, -0.78022, -0.79984)
H (-2.06823, -2.27120, -0.09724)
H (-3.60553, -2.69140, 0.66806)
H (-1.90658, -3.58275, 2.07841)
H (-2.51834, -2.14611, 2.91660)
H (0.36775, -3.74017, 1.75086)
H (1.27285, -2.30680, 1.22219)
H (-0.08893, -2.89095, 0.25965)
H (-0.96839, -3.55095, 4.17891)
H (0.12146, -3.38453, 6.36613)
H (1.74584, -1.56404, 6.80864)
H (2.21516, 0.11587, 5.04104)
H (-5.64409, -1.41458, 0.69954)
H (-7.36029, -1.04248, 2.39140)
H (-6.79670, 0.17204, 4.48317)
H (-4.48010, 0.96191, 4.85285)
F (-2.72860, 2.90351, -5.75776)
C (-3.07556, 1.67833, -5.35016)
F (-2.97198, 0.85004, -6.40078)
F (-4.36813, 1.71783, -4.99636)
C (-2.21707, 1.21617, -4.20326)
C (-1.88497, -0.12225, -4.06479)
C (-1.14122, -0.52361, -2.97969)
N (-0.71818, 0.34870, -2.04269)
C (-0.99372, 1.65616, -2.20806)
C (-1.75071, 2.11583, -3.25711)
H (-2.20129, -0.85392, -4.79374)
H (-0.84772, -1.55343, -2.83633)
H (-0.60416, 2.32571, -1.45511)
H (-1.96014, 3.17466, -3.32121)
C (-0.01992, -0.09231, -0.85504)
Ge (1.92445, 0.52634, -0.95422)
C (2.58185, 0.58286, -2.84355)
C (1.89441, 0.56959, -4.05610)
C (2.56809, 0.65661, -5.27097)
C (3.94783, 0.75653, -5.29834)
C (4.65439, 0.76670, -4.10279)
C (3.97688, 0.68230, -2.89800)
C (2.89873, -1.06576, -0.31886)
C (3.70738, -1.15078, 0.81193)
C (4.33974, -2.34171, 1.14922)
C (4.16870, -3.46919, 0.36094)
C (3.37733, -3.39818, -0.77830)
C (2.75941, -2.20355, -1.11571)
C (2.56794, 2.27303, -0.34643)
C (2.35539, 3.35145, -1.20212)
C (2.89709, 4.59720, -0.92773)
C (3.68590, 4.77591, 0.19784)
C (3.92991, 3.70456, 1.04396)
C (3.37485, 2.46198, 0.77434)
H (0.10769, -1.17322, -0.95070)
H (0.81808, 0.49001, -4.08810)
H (2.00498, 0.64909, -6.19638)
H (4.47113, 0.82813, -6.24310)
H (5.73434, 0.84342, -4.11039)
H (4.54671, 0.69887, -1.97408)
H (3.82641, -0.29557, 1.46121)
H (4.96013, -2.38882, 2.03526)
H (4.65764, -4.39786, 0.62593)
H (3.24917, -4.27080, -1.40686)
H (2.17155, -2.15142, -2.02787)
H (1.77337, 3.22652, -2.10670)
H (2.70277, 5.42577, -1.59630)
H (4.11161, 5.74709, 0.41452)
H (4.54701, 3.83579, 1.92366)
H (3.56488, 1.64910, 1.45764)
Cl (-3.55906, 3.07008, 0.84534)
Ge (-1.33473, 2.81872, 1.04467)
Cl (-0.91594, 4.02296, 2.81908)
Cl (-0.76973, 4.39361, -0.44191)